Entry 1:
25
Properties=species:S:1:pos:R:3:forces:R:3 method="wB97M-V/def2-TZVPD" smiles=CC(C)C.CCC orbital_gap_ev=12.243 multiplicity=1 e_above_lowest_kj_mol=60.80 total_charge=0
H -2.2522 0.3795 -2.3810 -0.2 0.3 -0.1
H 0.5723 2.3139 3.1699 -0.4 0.1 0.7
H -0.4833 1.3767 0.9900 0.4 0.5 -0.2
C -0.6937 1.0769 2.0026 -1.2 -1.0 0.0
H 2.4742 0.6075 3.3035 0.0 0.2 0.0
C 0.4256 1.2491 3.0088 0.6 0.5 -1.6
C 0.6190 -0.9021 -0.8615 -0.8 0.0 -1.1
H 0.5741 -2.1452 -2.9918 0.0 0.1 -0.5
C -1.2401 0.4180 -2.0018 1.1 -0.1 0.7
H -1.1022 -2.6578 -3.0756 0.1 0.0 0.3
H -1.6464 1.5223 2.2887 0.2 0.6 0.2
C 1.7899 0.7989 2.4696 0.4 -0.6 0.7
C -0.4514 -1.7802 -2.9875 -0.7 -0.4 0.4
H -0.7332 -1.2048 -3.8711 0.6 0.2 0.0
H -1.4262 -1.5390 -1.0969 -0.2 0.2 0.2
H 2.2823 1.5508 1.8545 -0.2 0.0 -0.2
C -0.6982 -0.9769 -1.6800 0.3 0.2 -0.5
H 0.6478 -1.8405 -0.3105 0.8 0.1 0.1
H -0.5554 0.9426 -2.6749 -0.2 -0.2 -0.4
H 1.4191 -0.7548 -1.5919 0.3 -0.5 0.3
H 1.7647 -0.1550 1.9479 -0.2 0.0 -0.3
H 0.1744 0.7106 3.8983 -0.1 0.0 0.7
H -1.0238 0.0334 1.9025 0.5 -0.2 0.1
H 0.7010 -0.0429 -0.2141 -0.4 0.1 0.5
H -1.1383 1.0191 -1.0979 -0.7 0.1 0.1

=====

Entry 2:
32
Properties=species:S:1:pos:R:3:forces:R:3 method="wB97M-V/def2-TZVPD" orbital_gap_ev="8.442 / 4.371" multiplicity=6 s_squared=8.77 e_above_lowest_kj_mol=150.89 total_charge=+3
H 1.4787 -2.9528 0.8415 -0.3 0.0 -0.4
P -0.2851 2.0250 1.0297 1.5 3.0 1.1
H 0.7080 4.3007 0.6590 -0.2 -0.5 0.0
H 0.5027 3.3131 -0.8565 -0.1 0.4 0.4
H 1.8171 2.9466 0.2189 -0.1 0.2 0.3
P -0.2291 -2.1802 -0.6648 1.5 -2.7 -1.3
H 0.3669 -4.2697 0.4103 -0.1 0.2 -0.2
H -1.9292 -3.7128 -1.4646 0.3 -0.1 0.0
H -2.2768 2.7953 -0.0590 0.4 0.1 0.9
C 0.7760 3.2968 0.2114 0.1 -1.0 -0.8
H 1.4253 1.5763 2.6610 -0.2 0.2 -0.3
H -2.5603 1.9550 1.4467 -0.5 -0.1 0.4
C 1.3273 0.4083 -0.9114 2.7 0.2 0.2
H 0.2913 2.8009 3.2616 -0.1 0.0 -0.3
C 0.3702 1.8853 2.6622 0.6 -0.3 0.7
H -2.0196 3.6591 1.5025 0.3 -0.1 0.0
Ir -0.2806 0.0355 -0.1033 -2.0 -0.3 0.8
H 0.8104 -3.5315 -2.5014 -0.1 0.5 0.4
H 0.5677 -1.7722 -2.9035 -0.1 -0.5 -0.1
I -0.5841 0.9073 -2.4702 -2.1 0.8 -1.9
C -1.9180 2.6908 1.0017 -1.2 0.0 -1.3
C 0.8537 -2.4914 -2.1239 -0.2 0.8 0.0
O 2.2941 0.7053 -1.4690 -0.5 -0.2 0.4
H -0.1083 -2.9635 1.5170 -0.4 -0.2 0.5
H -0.1511 1.0845 3.1498 -0.4 -0.3 0.5
H -2.2175 -2.0183 -1.9930 0.4 -0.6 0.5
H -2.5065 -2.4580 -0.3300 -0.4 -0.3 0.2
I 4.8801 0.7786 -2.0494 1.0 0.1 -0.3
H 1.8753 -2.2248 -1.8658 0.2 -0.3 0.2
Br -1.8544 -0.7261 1.7401 0.6 0.5 -1.0
C -1.8493 -2.6684 -1.1616 -1.3 0.9 -0.6
C 0.4250 -3.1948 0.6138 0.8 -0.3 0.9

=====

Entry 3:
32
Properties=species:S:1:pos:R:3:forces:R:3 method="wB97M-V/def2-TZVPD" orbital_gap_ev="7.752 / 7.961" multiplicity=2 s_squared=0.76 e_above_lowest_kj_mol=158.77 total_charge=+2
C -1.7684 -0.1740 -3.1485 0.1 0.0 0.0
I -0.6982 -2.3134 0.3387 0.5 -1.4 -1.1
H 3.0797 -2.2608 0.3432 0.2 -0.1 -0.1
C 1.7320 -1.2169 2.6678 0.4 0.3 -0.3
C 3.3859 -1.2144 0.3668 0.0 0.0 -0.1
H 1.3459 -2.1851 2.4445 -0.1 -0.8 0.0
H 2.7286 -1.2837 3.1146 -0.2 -0.1 0.1
H -1.9302 -1.2502 -3.0743 0.0 -0.1 -0.3
O -2.3040 -2.0206 2.7806 2.0 1.6 -2.5
H 2.3383 1.5993 2.5939 0.1 0.3 0.1
H -3.2480 -1.2658 -0.6897 -0.2 -0.7 -0.1
H 3.0888 1.9986 1.0231 -0.2 -0.6 0.3
H -2.6857 2.6156 -0.8334 -0.1 0.3 0.0
C -2.2444 2.2363 -1.7534 0.1 0.2 0.0
Ti 0.7430 0.6616 -0.8924 -0.3 -0.3 0.4
P 1.9858 -0.2815 1.1561 2.9 1.0 -1.0
C -3.3097 -0.2038 -0.7751 0.2 0.3 -0.4
H 4.3064 -1.1124 0.9837 -0.7 -0.1 -0.3
C -1.6297 -1.4465 1.9611 -2.3 -1.8 2.9
H -4.0609 0.0851 -1.5177 0.0 -0.1 0.2
C 2.9257 1.1948 1.7717 0.0 0.1 -0.1
H -1.4080 2.9111 -2.0436 -0.4 -0.6 0.2
H 1.0562 -0.6964 3.3060 -0.3 0.3 0.7
H -3.0021 2.2742 -2.5650 0.4 -0.1 0.6
I -1.2522 0.5935 2.0114 -0.1 1.6 0.6
H 3.6369 -0.8939 -0.6673 -0.3 -0.1 0.6
H -0.8269 0.0086 -3.7054 -0.4 0.0 0.4
H 3.9214 0.8800 2.1491 -0.7 0.1 -0.2
Cl 1.9835 1.7701 -2.3834 -0.8 -0.8 1.0
H -3.5191 0.2238 0.1776 -0.5 0.3 0.6
H -2.5972 0.2866 -3.7327 0.5 -0.4 0.5
P -1.7736 0.4798 -1.4080 0.2 1.4 -2.8

=====

Entry 4:
29
Properties=species:S:1:pos:R:3:forces:R:3 method="wB97M-V/def2-TZVPD" orbital_gap_ev="4.629 / 8.185" multiplicity=4 s_squared=3.78 total_charge=0
C 4.0967 3.4391 1.3344 -0.1 0.2 -0.5
H -1.4274 -1.5408 -3.0519 -0.1 0.1 0.2
H -1.3222 0.7411 0.5591 0.4 1.6 1.1
H -3.0613 -2.0564 -2.5599 0.2 0.2 0.1
C 3.5205 2.1615 2.0493 0.8 1.5 -0.6
C 2.4405 1.5335 1.3077 -2.1 -1.9 -1.0
H -0.6910 1.1804 0.8748 -2.1 -0.3 0.4
Co 0.0594 0.0168 -0.1505 0.9 -0.7 3.3
H 3.1696 2.4537 3.0300 -0.2 -0.1 0.3
H 4.9379 3.9066 1.8887 -0.6 -0.6 -0.1
H -2.6501 -0.3226 -2.6139 0.1 -0.2 0.1
H -2.2790 -3.7717 -0.7886 0.3 0.4 0.1
C -3.3182 -1.2399 0.2022 0.0 0.1 0.3
H -3.1843 -1.3806 1.2817 -0.1 0.1 -0.1
H -4.0218 -2.0025 -0.1705 0.3 0.2 0.1
H 4.3290 1.4497 2.1697 0.0 -0.3 0.1
H 4.4750 3.1994 0.3182 -0.3 0.0 0.6
H -0.1308 -0.9897 0.8592 -0.5 -2.2 3.2
H 3.3207 4.2234 1.2083 0.4 -0.6 0.1
P -1.6618 -1.3720 -0.6041 -2.1 -1.3 -1.9
O 0.1650 1.4612 -2.5363 -0.1 -1.9 1.5
H -1.1823 -3.3860 0.5917 0.0 -0.2 -0.2
H 0.7115 -1.2095 -0.5240 1.3 -1.9 -1.3
H -0.5261 -3.4461 -1.0699 -0.2 0.0 0.2
C -1.4036 -3.1874 -0.4639 0.4 0.3 0.3
C 0.0592 0.7858 -1.5795 0.2 5.4 -7.9
C -2.2626 -1.3218 -2.3743 -0.1 -0.1 0.0
N 1.5867 0.9212 0.7924 3.1 2.3 1.6
H -3.7491 -0.2463 0.0199 0.1 -0.2 0.1

=====

What did the fourth record say?
29
Properties=species:S:1:pos:R:3:forces:R:3 method="wB97M-V/def2-TZVPD" orbital_gap_ev="4.629 / 8.185" multiplicity=4 s_squared=3.78 total_charge=0
C 4.0967 3.4391 1.3344 -0.1 0.2 -0.5
H -1.4274 -1.5408 -3.0519 -0.1 0.1 0.2
H -1.3222 0.7411 0.5591 0.4 1.6 1.1
H -3.0613 -2.0564 -2.5599 0.2 0.2 0.1
C 3.5205 2.1615 2.0493 0.8 1.5 -0.6
C 2.4405 1.5335 1.3077 -2.1 -1.9 -1.0
H -0.6910 1.1804 0.8748 -2.1 -0.3 0.4
Co 0.0594 0.0168 -0.1505 0.9 -0.7 3.3
H 3.1696 2.4537 3.0300 -0.2 -0.1 0.3
H 4.9379 3.9066 1.8887 -0.6 -0.6 -0.1
H -2.6501 -0.3226 -2.6139 0.1 -0.2 0.1
H -2.2790 -3.7717 -0.7886 0.3 0.4 0.1
C -3.3182 -1.2399 0.2022 0.0 0.1 0.3
H -3.1843 -1.3806 1.2817 -0.1 0.1 -0.1
H -4.0218 -2.0025 -0.1705 0.3 0.2 0.1
H 4.3290 1.4497 2.1697 0.0 -0.3 0.1
H 4.4750 3.1994 0.3182 -0.3 0.0 0.6
H -0.1308 -0.9897 0.8592 -0.5 -2.2 3.2
H 3.3207 4.2234 1.2083 0.4 -0.6 0.1
P -1.6618 -1.3720 -0.6041 -2.1 -1.3 -1.9
O 0.1650 1.4612 -2.5363 -0.1 -1.9 1.5
H -1.1823 -3.3860 0.5917 0.0 -0.2 -0.2
H 0.7115 -1.2095 -0.5240 1.3 -1.9 -1.3
H -0.5261 -3.4461 -1.0699 -0.2 0.0 0.2
C -1.4036 -3.1874 -0.4639 0.4 0.3 0.3
C 0.0592 0.7858 -1.5795 0.2 5.4 -7.9
C -2.2626 -1.3218 -2.3743 -0.1 -0.1 0.0
N 1.5867 0.9212 0.7924 3.1 2.3 1.6
H -3.7491 -0.2463 0.0199 0.1 -0.2 0.1